This record from the OMol25 dataset describes a cluster of 11 separate species, C33H77N11O11 in total at a distorted geometry. The level of theory is ωB97M-V with the def2-TZVPD basis set.

Frontier orbital gap, eV: 9.183
Charge: 0
Energy relative to the best compared isomer or geometry (same formula, charge and spin), kJ/mol: 711.7
E_LUMO, eV: 0.30
SMILES: CN(C)C=O.CN(C)C=O.CN(C)C=O.CN(C)C=O.CN(C)C=O.CN(C)C=O.CN(C)C=O.CN(C)C=O.CN(C)C=O.CN(C)C=O.CN(C)C=O
Energy, hartree: -2733.49442
Highest occupied orbital energy, eV: -8.9

Cartesian coordinates (Å):
C1 5.65785 2.99572 -0.86963
N1 4.62486 3.33345 0.14072
C2 4.78113 4.59256 0.93812
C3 3.40433 2.73733 0.13086
O1 2.56262 2.99099 0.96765
H1 5.61578 1.97848 -1.18780
H2 6.64268 3.06260 -0.39480
H3 5.53890 3.57941 -1.78097
H4 4.02787 5.24354 0.45292
H5 4.58104 4.25004 1.95562
H6 5.78105 4.94061 0.79755
H7 3.17033 1.96082 -0.56514
C4 0.81635 1.40327 -6.35518
N2 1.66827 0.93469 -5.29341
C5 2.40857 -0.33789 -5.25510
C6 1.88650 1.80938 -4.26474
O2 2.48847 1.59252 -3.24744
H8 1.29364 1.51596 -7.33350
H9 0.54324 2.42170 -6.06912
H10 -0.07959 0.78941 -6.29928
H11 2.99480 -0.23966 -4.35412
H12 1.69194 -1.14801 -5.14996
H13 3.04819 -0.38374 -6.11062
H14 1.27991 2.70827 -4.50761
C7 1.13889 -3.36496 0.29754
N3 2.19645 -3.95859 1.12587
C8 2.95282 -3.08274 2.02202
C9 2.35163 -5.28842 1.19573
O3 1.72721 -6.13804 0.63399
H15 1.62061 -2.75403 -0.50327
H16 0.38447 -2.83196 0.87511
H17 0.72420 -4.24853 -0.22747
H18 3.74206 -2.48055 1.55011
H19 2.25387 -2.42696 2.53404
H20 3.34451 -3.74982 2.81001
H21 3.13976 -5.55880 1.92939
C10 4.14816 1.86866 5.33625
N4 5.02522 1.13368 4.41817
C11 6.45214 0.87153 4.68360
C12 4.52988 0.89198 3.18563
O4 5.18747 0.46369 2.22950
H22 4.68013 2.72491 5.75470
H23 3.73697 1.20312 6.07251
H24 3.31422 2.22415 4.71640
H25 6.97439 1.85694 4.71075
H26 6.53498 0.41963 5.66989
H27 6.82792 0.22723 3.89204
H28 3.47529 1.15853 3.09683
C13 0.65764 0.53851 -0.77148
N5 0.10984 -0.12926 0.39834
C14 0.74966 -0.00686 1.72489
C15 -1.02381 -0.83882 0.30636
O5 -1.61459 -1.35902 1.26195
H29 -0.14599 0.50475 -1.50568
H30 1.54237 0.05293 -1.22244
H31 0.83948 1.59123 -0.56855
H32 0.81121 1.06646 1.99355
H33 0.11652 -0.54255 2.43068
H34 1.73304 -0.42274 1.65065
H35 -1.47496 -0.86057 -0.72776
C16 0.52581 4.95469 -3.37915
N6 -0.84067 4.40738 -3.62241
C17 -1.22256 3.06546 -3.27572
C18 -1.73167 5.21096 -4.29006
O6 -1.48013 6.33235 -4.62472
H36 0.33045 5.85228 -2.75682
H37 0.93536 5.33955 -4.32750
H38 1.08405 4.15697 -2.90661
H39 -0.81919 2.68613 -2.32634
H40 -2.32560 3.10454 -3.08641
H41 -0.96325 2.28633 -4.01165
H42 -2.66334 4.75799 -4.52863
C19 -1.69079 -5.07250 1.65859
N7 -0.89508 -5.47311 2.83015
C20 -0.59109 -6.84237 2.88965
C21 -0.59609 -4.62596 3.85151
O7 0.01132 -4.95807 4.82910
H43 -1.83753 -3.96655 1.65899
H44 -2.59164 -5.68653 1.67745
H45 -1.11323 -5.42472 0.79602
H46 -0.12462 -7.26159 1.98135
H47 0.04125 -6.96548 3.74787
H48 -1.53157 -7.41736 3.03422
H49 -0.86425 -3.57826 3.67392
C22 -6.02659 -3.07567 0.07509
N8 -4.94829 -3.25486 -0.87219
C23 -3.60207 -2.74473 -0.56248
C24 -5.15188 -3.86649 -2.05391
O8 -4.30899 -4.07882 -2.94992
H50 -5.85321 -3.65189 0.97703
H51 -6.97376 -3.36938 -0.44450
H52 -6.15074 -2.00344 0.32035
H53 -3.54303 -1.67798 -0.39642
H54 -3.24179 -3.20089 0.36468
H55 -2.94424 -3.09079 -1.35985
H56 -6.19854 -4.21551 -2.16386
C25 -2.75956 -2.94866 -5.30840
N9 -2.00755 -1.95987 -4.53308
C26 -0.57391 -2.21904 -4.33740
C27 -2.65518 -1.04047 -3.78954
O9 -2.16606 -0.22034 -3.05595
H57 -2.16332 -3.11297 -6.20595
H58 -3.78140 -2.60172 -5.36936
H59 -2.79260 -3.90683 -4.80942
H60 -0.09304 -1.41505 -3.79090
H61 -0.37288 -3.07354 -3.66870
H62 -0.09628 -2.40718 -5.34001
H63 -3.73182 -0.99547 -3.96649
C28 -0.43309 3.51204 1.96977
N10 -0.54883 4.72329 1.25139
C29 -0.45886 4.87609 -0.15791
C30 -1.02514 5.71031 2.03718
O10 -1.25348 6.80724 1.61167
H64 -1.12961 2.74874 1.63271
H65 -0.60254 3.61166 3.02913
H66 0.60546 3.09277 1.94083
H67 -1.37490 4.40140 -0.52415
H68 -0.30650 5.91782 -0.37061
H69 0.38725 4.29386 -0.51933
H70 -1.35703 5.37625 3.01835
C31 -3.42478 -0.46020 3.76209
N11 -4.62082 0.33909 4.03377
C32 -5.04946 0.47198 5.42118
C33 -5.29706 0.86390 2.95727
O11 -6.36692 1.42915 2.99465
H71 -3.46703 -0.65931 2.69858
H72 -3.43911 -1.40225 4.29458
H73 -2.49826 0.03532 3.99871
H74 -5.43655 -0.50547 5.79158
H75 -4.25331 0.74669 6.07478
H76 -5.92256 1.11504 5.48644
H77 -4.82839 0.71786 1.99077